Record 1
Computed, not measured: a cluster of 20 separate species, C27H49Cl38NO4 in total in a non-equilibrium geometry, with ωB97M-V/def2-TZVPD.

Geometry as XYZ:
```
119
C27H49Cl38NO4, DFT ωB97M-V/def2-TZVPD
C -0.192 2.329 -3.463
C 0.946 3.289 -2.814
O 1.370 4.210 -3.560
O 1.390 3.114 -1.458
C 2.614 2.376 -1.363
O 3.564 2.683 -2.136
C 2.880 1.201 -0.282
C 2.197 -0.195 -0.658
C 2.827 -1.044 -1.898
C 1.503 -1.002 -2.845
C 0.341 -1.271 -1.776
O -0.643 -2.063 -1.820
N 0.713 -0.323 -0.693
H 0.259 1.687 -4.311
H -1.087 2.925 -3.848
H -0.479 1.599 -2.608
H 2.507 1.529 0.761
H 4.022 1.115 -0.176
H 2.468 -0.840 0.260
H 3.769 -0.627 -2.387
H 2.876 -2.153 -1.618
H 1.518 -1.564 -3.832
H 1.403 0.130 -3.026
H 0.144 0.528 -0.605
C 0.355 -2.102 1.286
Cl 0.854 -3.665 1.943
Cl 1.306 -0.784 1.984
H 0.502 -2.111 0.205
H -0.701 -1.937 1.513
C -3.354 -1.235 2.762
Cl -2.231 -0.445 1.647
Cl -2.490 -2.056 4.068
H -4.012 -0.481 3.193
H -3.942 -1.967 2.212
C -7.205 -0.727 1.147
Cl -6.735 -2.292 1.822
Cl -6.246 0.582 1.846
H -7.050 -0.744 0.069
H -8.257 -0.550 1.365
C -3.347 2.511 -1.107
Cl -4.565 2.145 -2.333
Cl -1.929 1.466 -1.283
H -3.045 3.563 -1.208
H -3.778 2.346 -0.119
C 0.044 2.304 3.590
Cl -1.448 3.035 2.986
Cl 1.467 3.064 2.867
H 0.087 2.428 4.671
H 0.044 1.243 3.339
C 4.411 -4.631 0.393
Cl 3.320 -3.380 -0.213
Cl 5.087 -4.184 1.964
H 3.856 -5.562 0.499
H 5.225 -4.765 -0.317
C -6.224 4.293 3.268
Cl -7.441 3.564 2.215
Cl -4.607 4.149 2.570
H -6.461 5.347 3.405
H -6.238 3.784 4.231
C -0.685 -3.472 -5.200
Cl -1.972 -2.641 -6.081
Cl 0.910 -2.985 -5.788
H -0.763 -3.223 -4.141
H -0.799 -4.546 -5.336
C 6.414 -0.577 1.317
Cl 6.633 0.439 -0.112
Cl 4.707 -0.962 1.573
H 6.968 -1.504 1.180
H 6.792 -0.046 2.189
C -6.240 -0.732 5.618
Cl -5.260 -1.847 6.577
Cl -5.491 0.868 5.533
H -6.343 -1.129 4.609
H -7.222 -0.638 6.079
C 3.979 5.740 -0.104
Cl 4.673 4.592 1.050
Cl 4.931 7.230 -0.177
H 3.961 5.282 -1.090
H 2.964 5.985 0.208
C 9.080 -2.650 -1.111
Cl 8.291 -1.340 -1.996
Cl 9.579 -2.123 0.503
H 8.384 -3.481 -1.012
H 9.961 -2.971 -1.665
C -10.777 -1.325 3.146
Cl -10.222 -2.380 1.841
Cl -9.416 -0.541 3.959
H -11.427 -0.558 2.728
H -11.328 -1.920 3.872
C 10.168 -5.232 2.208
Cl 8.982 -5.594 0.948
Cl 11.549 -6.330 2.122
H 10.519 -4.210 2.079
H 9.692 -5.338 3.182
C -4.901 5.848 -0.575
Cl -6.088 5.141 -1.677
Cl -3.249 5.606 -1.156
H -5.100 6.914 -0.479
H -4.976 5.359 0.391
C 3.326 8.230 -3.527
Cl 3.503 6.512 -3.155
Cl 2.436 9.073 -2.253
H 4.316 8.675 -3.621
H 2.784 8.334 -4.465
C -7.037 -6.121 1.430
Cl -6.499 -7.175 0.117
Cl -5.668 -5.356 2.241
H -7.682 -5.345 1.017
H -7.592 -6.714 2.155
C 11.868 0.689 -3.327
Cl 10.428 1.081 -2.382
Cl 12.242 -1.038 -3.236
H 11.692 0.958 -4.367
H 12.713 1.255 -2.937
C -7.809 -4.389 -1.780
Cl -7.921 -3.220 -3.100
Cl -9.407 -5.000 -1.329
H -7.188 -5.225 -2.098
H -7.359 -3.903 -0.914
```

The gap between HOMO and LUMO comes out at 9.202 eV. The calculation puts the calculated total energy at -18900.98300 a.u. The lowest unoccupied orbital energy comes out at 0.10 eV. Its maximum force is 0.1069 Eh/bohr.

=====

Record 2
Computed, not measured: a cluster of 3 separate species, C13H26FINO6 in total in a non-equilibrium geometry, with ωB97M-V/def2-TZVPD.

Geometry as XYZ:
```
48
C13H26FINO6, DFT ωB97M-V/def2-TZVPD
C 4.862 1.131 -2.333
C 4.756 -0.301 -2.984
C 3.399 -0.962 -2.578
I 3.784 -3.110 -2.147
N 2.388 -0.838 -3.557
C 1.103 -0.682 -2.888
C 0.876 0.841 -2.532
F -0.116 1.467 -3.313
H 5.568 1.087 -1.481
H 3.883 1.467 -1.936
H 5.252 1.867 -3.063
H 5.574 -0.943 -2.604
H 4.896 -0.193 -4.074
H 3.056 -0.491 -1.629
H 0.250 -1.108 -3.461
H 1.124 -1.229 -1.901
H 1.846 1.355 -2.665
H 0.584 0.935 -1.457
C -4.616 -2.705 1.398
C -3.109 -2.743 1.234
O -2.731 -2.777 -0.145
C -2.839 -1.616 -0.794
O -3.212 -0.574 -0.324
O -2.482 -1.816 -2.059
C -2.648 -0.666 -2.892
H -5.079 -3.537 0.864
H -4.890 -2.762 2.452
H -5.035 -1.787 0.985
H -2.718 -3.657 1.679
H -2.628 -1.904 1.740
H -2.131 0.199 -2.480
H -3.710 -0.452 -3.023
H -2.215 -0.895 -3.863
C 0.705 0.805 5.344
C 0.630 2.285 5.025
O 0.669 2.522 3.615
C -0.464 2.255 2.960
O -1.487 1.856 3.448
O -0.254 2.494 1.667
C -1.361 2.153 0.826
H 1.584 0.358 4.876
H 0.757 0.646 6.422
H -0.167 0.273 4.962
H 1.500 2.792 5.443
H -0.257 2.748 5.464
H -2.276 2.641 1.159
H -1.493 1.072 0.800
H -1.128 2.498 -0.180
```

The gap between HOMO and LUMO comes out at 5.211 eV. The calculation puts the calculated total energy at -1414.70790 a.u. The lowest unoccupied orbital energy comes out at 2.51 eV. For the energy relative to the best compared isomer or geometry (same formula, charge and spin), the calculation gives 23.5 kcal/mol. Its maximum force is 0.0949 Eh/bohr. Its charge is -1.

=====

Record 3
Computed, not measured: the molecule C6H6Cl2, with ωB97M-V/def2-TZVPD.

Geometry as XYZ:
```
14
C6H6Cl2, DFT ωB97M-V/def2-TZVPD
Cl 3.180 -1.286 0.000
C 1.922 -0.145 0.316
C 1.856 1.050 -0.277
C 0.799 2.040 -0.028
C -0.517 1.800 0.084
C -1.184 0.521 -0.113
C -2.481 0.353 0.166
Cl -3.323 -1.137 -0.080
H 1.190 -0.489 1.066
H 2.657 1.374 -0.959
H 1.111 3.097 0.061
H -1.181 2.637 0.278
H -0.623 -0.291 -0.535
H -3.113 1.150 0.572
```

The gap between HOMO and LUMO comes out at 8.837 eV. The calculation puts the calculated total energy at -1152.55515 a.u. The lowest unoccupied orbital energy comes out at 0.29 eV. For the energy relative to the best compared isomer or geometry (same formula, charge and spin), the calculation gives 23.2 kcal/mol. Its maximum force is 0.0149 Eh/bohr.